Density functional theory data (the ωB97M-V functional and the def2-TZVPD basis) for 7 unconnected molecules or ions with the total composition C26H72F3O27P8.

XYZ file:
```
136
Properties=species:S:1:pos:R:3
H -0.998 2.166 -4.013
O -9.943 -2.650 -5.033
P -4.125 -5.654 0.032
H 6.705 0.967 4.065
O -3.981 -4.135 -0.463
H 0.480 -0.974 -4.177
H -6.468 -5.721 -1.482
O -0.244 3.640 2.487
H -6.709 -5.031 -5.567
O 0.797 5.384 1.359
C -10.916 -3.118 -5.963
H 9.922 5.089 4.908
O 3.746 -7.122 -4.704
H 0.619 -4.603 -4.236
O 0.060 3.758 10.110
O -2.569 -5.708 0.579
C -7.662 -5.515 -5.773
H 7.982 0.308 5.104
H 2.433 -8.628 -4.167
H 1.290 -0.565 -2.694
H -1.483 3.054 0.915
O 6.586 3.709 3.496
C 9.247 4.269 4.667
H -0.716 0.741 6.966
H 5.316 -5.525 -6.879
F 1.130 -3.025 -2.651
C 4.189 3.819 5.368
O 2.453 2.576 -2.884
C -2.847 -3.719 -1.235
H 0.675 0.785 5.883
H -3.037 5.953 0.319
H -6.375 -4.030 -0.910
O -0.858 1.830 9.116
H 5.743 1.722 -2.416
H -2.526 -4.498 -1.927
H -3.133 -2.839 -1.805
H 0.524 2.565 -5.450
C 5.549 -5.378 -5.826
P 1.388 2.580 -4.267
H 3.278 4.866 -4.845
H -2.267 3.367 9.142
O 2.851 -5.755 -6.754
C 4.239 3.524 -0.313
O 1.412 4.347 -4.238
P -0.293 5.294 2.396
H 6.308 -4.603 -5.736
C -2.204 -6.820 1.416
H 1.246 5.433 9.768
H 9.102 4.235 3.589
H -2.660 7.143 1.576
C -2.078 2.393 9.594
H 5.157 3.437 0.272
H 0.217 3.369 0.476
H 2.463 2.724 -5.243
O 1.525 -6.363 -4.877
H -1.192 -6.645 1.774
H 2.005 4.164 10.767
C -0.317 1.255 -2.263
H -0.468 -5.954 -4.551
H -11.732 -2.396 -5.967
H 2.826 5.472 -3.160
H -10.488 -3.170 -6.962
C -9.837 -2.228 -2.338
O 4.411 -4.915 -5.111
O 7.568 2.273 5.444
C 7.118 0.971 5.074
O 1.008 1.668 7.693
H -1.449 6.740 0.323
H 3.746 2.555 -0.261
O -1.781 5.276 1.770
H 9.683 3.337 5.021
H -9.479 -1.695 -1.459
H 6.923 2.804 -1.606
H -7.832 -6.319 -5.056
F -0.901 -2.887 -3.326
H -2.033 -3.452 -0.573
C -0.447 2.968 1.238
H 0.717 5.170 11.442
O 5.302 2.903 5.334
C 0.423 -5.438 -4.899
O -8.680 -2.637 -3.059
H 3.300 3.279 5.684
H -2.226 -7.746 0.840
H 0.751 6.996 4.454
O -4.125 -6.666 -1.058
H 0.576 1.159 -1.645
H 1.569 1.142 -4.462
C -6.563 -5.062 -0.620
C 3.172 -8.404 -4.934
P -8.908 -3.669 -4.323
C 0.013 -2.246 -2.574
H -2.054 2.479 10.679
F -0.338 -2.218 -1.280
C 6.154 2.733 -2.367
H 4.109 2.952 -4.035
O -5.683 -5.461 0.433
O -9.568 -4.767 -3.533
C 0.111 1.357 6.619
H -0.265 2.259 6.143
P 4.771 3.918 -2.021
H -1.129 1.526 -1.580
H 1.682 7.404 2.987
H -7.632 -5.930 -6.777
H 3.976 -9.136 -4.872
H -2.870 -6.901 2.274
H 6.376 0.614 5.786
H 0.497 8.551 3.648
C 0.325 -0.864 -3.100
O -0.321 6.956 2.658
O 8.020 4.542 5.341
O -0.719 0.018 -2.861
H 2.718 -8.462 -5.924
C 0.717 7.498 3.488
C -2.247 6.350 0.955
O 0.193 3.836 7.789
H 3.667 4.328 0.134
H -10.449 -1.553 -2.934
C 2.731 4.692 -3.915
H 4.382 4.624 6.077
H -0.514 3.345 -2.817
C -0.232 2.396 -3.275
H 0.257 -5.081 -5.917
P 0.435 2.752 8.814
C 1.074 4.681 10.539
P 3.037 -5.779 -5.270
H 4.013 4.233 4.375
P 6.757 3.589 4.968
H -0.214 1.915 1.388
H -10.421 -3.089 -2.018
H 5.933 -6.300 -5.390
H 6.547 2.965 -3.352
H -2.879 1.712 9.314
C 3.495 3.445 -3.271
H -11.307 -4.092 -5.668
H -7.578 -5.138 -0.236
O -8.747 -4.569 -5.723
```

Computed properties:
Total charge   -1
Max |F|   8.6 eV/Å
Energy relative to the best compared isomer or geometry (same formula, charge and spin)   0.0 kcal/mol
HOMO-LUMO gap   2.8953 eV

Mulliken population analysis, charges in e, atoms 1 to 2: H 0.454; O -0.339